Record 1
Here is 3 unconnected molecules or ions with the total composition C16H21N3O3 in a non-equilibrium geometry from the OMol25 dataset. Energies are from ωB97M-V/def2-TZVPD.

HOMO energy (eV): -8.20
Calculated total energy (Eh): -1011.8854
LUMO energy (Ha): -0.0397
Gap between HOMO and LUMO (eV): 7.116
Maximum force (Eh/bohr): 0.220

Structure (ORCA input):
```
! RIJCOSX wB97M-V def2-TZVPD def2/J DEFGRID3
* xyz 0 1
O -5.87 -0.01 -0.60
O -1.28 -2.05 0.07
O -4.22 -0.05 -2.29
N 3.90 2.02 0.40
N -2.21 -0.12 -0.26
N -0.09 1.11 -1.39
C 2.59 1.91 0.65
C 2.27 0.55 0.65
C 5.78 0.55 -0.81
C -4.60 -0.22 -0.95
C -3.95 0.07 1.31
C 5.05 -1.79 0.14
C -4.11 1.53 1.20
C 6.01 -0.76 -0.79
C 3.47 -0.23 0.28
C 3.83 -1.61 0.61
C -1.23 -0.86 -0.32
C 0.91 -0.09 0.73
C 4.41 0.77 -0.03
C -2.90 -0.39 2.37
C -3.50 -0.53 -0.07
C 0.17 -0.40 -0.75
H -0.23 0.87 -2.37
H -4.99 -0.37 1.39
H 3.35 -2.73 1.40
H -3.25 2.13 0.50
H -5.20 1.84 0.62
H -2.51 -1.43 2.47
H 4.21 3.11 -0.77
H 6.98 -1.20 -1.05
H 0.75 -1.19 -1.43
H -2.00 0.22 2.13
H 0.71 1.64 -1.28
H -4.11 2.01 2.24
H 0.97 -1.07 1.27
H 5.35 -2.96 0.34
H 1.84 2.85 0.48
H -5.07 0.23 -2.67
H 0.13 0.71 1.18
H -3.27 -0.20 3.34
H -3.51 -1.62 0.21
H 6.46 1.33 -1.14
H -2.07 0.59 -0.94
*
```

Record 2
Here is a molecular structure, C36H35CoN5Sb in a non-equilibrium geometry from the OMol25 dataset. Energies are from ωB97M-V/def2-TZVPD.

HOMO energy (spin up / spin down) (eV): -13.31 / -13.95
Calculated total energy (Eh): -3289.1513
LUMO energy (spin up / spin down) (Ha): -0.1921 / -0.2597
Gap between HOMO and LUMO (spin up / spin down) (eV): 8.079 / 6.887
Maximum force (Eh/bohr): 0.025

Structure (ORCA input):
```
! RIJCOSX wB97M-V def2-TZVPD def2/J DEFGRID3
* xyz 2 5
Sb 14.03 9.41 14.97
Co 12.14 11.85 13.49
N 12.25 11.74 11.22
N 10.92 13.82 13.16
N 11.42 9.84 13.44
N 12.15 11.73 15.64
N 14.34 11.89 13.14
C 10.24 9.43 12.89
C 12.75 11.74 18.35
C 9.94 8.09 12.77
C 11.99 17.35 13.30
C 13.23 16.10 14.93
C 11.39 12.45 16.51
C 13.12 10.96 16.15
C 12.01 7.55 13.80
C 8.75 14.84 13.44
C 10.17 13.13 16.02
C 14.92 10.73 13.53
C 12.94 17.31 14.31
C 6.98 14.59 11.83
C 7.47 15.09 13.04
C 16.90 11.15 12.28
C 12.65 11.31 6.94
C 12.12 12.66 9.01
C 12.26 8.89 13.91
C 13.47 10.93 17.49
C 11.69 12.48 17.87
C 12.79 10.40 9.29
C 12.62 14.93 14.49
C 16.36 12.37 11.93
C 9.08 13.44 11.52
C 10.81 7.12 13.23
C 9.29 10.48 12.44
C 12.49 11.45 8.41
C 16.18 10.34 13.12
C 9.62 14.02 12.68
C 12.01 12.76 10.38
C 12.64 10.60 10.65
C 7.82 13.77 11.09
C 14.58 14.07 12.06
C 11.59 14.98 13.53
C 15.09 12.71 12.37
C 11.31 16.21 12.93
H 11.80 18.30 12.79
H 11.80 13.70 10.83
H 10.36 14.17 15.74
H 10.54 16.24 12.16
H 12.82 9.74 11.30
H 7.46 13.42 10.12
H 9.00 7.82 12.33
H 16.59 9.42 13.52
H 9.12 15.34 14.33
H 9.35 11.38 13.04
H 16.92 13.08 11.35
H 11.07 13.06 18.54
H 13.36 12.04 6.54
H 11.92 13.51 8.39
H 12.98 10.31 6.67
H 6.82 15.73 13.61
H 13.45 18.19 14.61
H 14.28 10.27 17.80
H 13.10 9.43 8.91
H 13.95 16.08 15.73
H 13.57 14.20 12.42
H 12.90 13.95 14.90
H 10.59 6.07 13.16
H 9.40 13.16 16.79
H 11.69 11.52 6.46
H 9.76 12.64 15.13
H 12.99 11.78 19.39
H 6.03 14.89 11.44
H 12.73 6.87 14.25
H 14.55 14.27 10.98
H 8.26 10.12 12.52
H 9.71 12.81 10.91
H 15.22 14.84 12.49
H 9.47 10.76 11.41
H 17.88 10.84 11.94
*
```

Record 3
Here is a molecular structure, C5H14NP in a non-equilibrium geometry from the OMol25 dataset. Energies are from ωB97M-V/def2-TZVPD.

HOMO energy (eV): -8.02
Calculated total energy (Eh): -594.9235
LUMO energy (Ha): 0.0298
Gap between HOMO and LUMO (eV): 8.836
Maximum force (Eh/bohr): 0.073

Structure (ORCA input):
```
! RIJCOSX wB97M-V def2-TZVPD def2/J DEFGRID3
* xyz 0 1
P -1.06 0.21 -0.31
N -1.36 1.76 -0.16
C 1.56 0.18 1.51
C -0.51 -0.25 -1.97
C -2.63 -0.53 0.02
C 0.38 -0.71 1.28
C 2.55 0.23 0.30
H -0.82 2.30 -0.86
H -1.40 -0.13 -2.62
H 2.77 -0.73 -0.12
H 1.18 1.14 1.57
H -3.07 0.06 -0.79
H -0.14 -0.76 2.19
H -2.75 -1.67 -0.06
H 0.46 -1.72 0.97
H 1.99 0.82 -0.38
H 3.65 0.58 0.52
H 1.98 -0.15 2.43
H -0.10 -1.20 -2.15
H -2.91 0.02 0.96
H 0.22 0.56 -2.35
*
```